[1]
Molecular formula: C3H6N2
Method: DFT, wB97M-V/def2-TZVPD

Computed properties:
Charge: 0
E_LUMO, eV: 0.94

Geometry as XYZ:
```
11
Properties=species:S:1:pos:R:3:forces:R:3:mulliken_charge:R:1
C 0.445 1.921 0.453 0.7 -0.7 -0.1 -0.72
C -0.559 0.848 0.747 -0.8 1.0 -0.8 0.08
C 0.515 -1.916 -0.766 0.6 -0.3 0.9 -0.27
H 0.039 2.867 0.889 0.9 -0.7 -0.6 0.26
H 0.818 1.981 -0.615 -0.7 0.0 1.2 0.29
H 1.289 1.464 1.043 -0.2 1.3 -0.4 0.22
H -1.411 1.209 1.370 0.9 -0.8 0.3 0.32
H 1.026 -2.438 -1.598 -0.7 0.7 0.2 0.27
H 0.609 -2.401 0.248 -0.2 0.4 -1.0 0.29
N -0.631 -0.337 0.330 -1.3 -0.8 -1.3 -0.38
N -0.051 -0.778 -0.893 0.9 -0.2 1.5 -0.35
```
Positions in Å, forces in eV/Å.

[2]
Molecular formula: C3H6N2
Method: DFT, wB97M-V/def2-TZVPD

Computed properties:
Charge: 0
E_LUMO, eV: 0.32

Geometry as XYZ:
```
11
Properties=species:S:1:pos:R:3:forces:R:3:mulliken_charge:R:1
C 0.337 1.565 0.725 1.5 -1.6 -1.6 -0.83
C 0.167 0.436 0.038 1.0 -2.5 0.7 0.65
C -1.098 -0.309 -0.106 0.8 0.3 -0.7 -1.15
N 1.000 -1.636 -0.755 -3.2 3.6 1.3 -0.44
N 1.346 -0.494 -0.380 0.1 0.1 0.0 -0.15
H 1.282 2.029 0.853 0.9 0.1 0.1 0.31
H -0.476 2.064 1.122 -1.6 0.8 0.6 0.30
H -0.926 -1.038 -0.868 -0.5 -0.7 -0.1 0.38
H -1.526 -0.710 0.763 0.0 -1.0 1.4 0.30
H -1.822 0.334 -0.430 -2.1 1.9 -1.1 0.40
H 1.717 -2.242 -0.961 3.0 -1.1 -0.5 0.23
```
Positions in Å, forces in eV/Å.

[3]
Molecular formula: C3H6N2
Method: DFT, wB97M-V/def2-TZVPD

Computed properties:
Charge: 0
Multiplicity: 3
E_LUMO (spin up / spin down), eV: 1.06 / -0.90

Geometry as XYZ:
```
11
Properties=species:S:1:pos:R:3:forces:R:3:lowdin_spin:R:1
C 1.302 0.600 -0.300 1.1 1.7 -1.0 0.69
C 0.771 -0.413 0.539 -3.0 -2.2 0.0 0.15
C -0.585 -0.915 -0.222 3.3 0.0 1.7 0.18
N -2.275 0.696 0.163 -0.9 1.4 1.6 0.46
N -1.674 -0.325 -0.174 -0.8 -0.7 -1.6 0.35
H 0.975 1.619 -0.195 0.0 0.2 0.0 0.05
H 1.820 0.339 -1.205 0.2 0.0 -0.2 0.04
H 1.379 -1.312 0.600 0.2 0.0 0.2 0.01
H 0.463 -0.078 1.526 0.2 0.1 0.2 0.01
H -0.440 -1.780 -0.837 -0.3 -0.4 -0.4 0.01
H -1.735 1.569 0.104 0.1 -0.1 -0.5 0.04
```
Positions in Å, forces in eV/Å.

[4]
Molecular formula: C3H6N2O
Method: DFT, wB97M-V/def2-TZVPD

Computed properties:
Charge: 0
E_LUMO, eV: 0.15

Geometry as XYZ:
```
12
Properties=species:S:1:pos:R:3:forces:R:3:mulliken_charge:R:1
C 1.671 -0.262 -0.026 0.1 -0.1 -0.1 -0.84
N 0.415 0.072 0.630 -0.2 0.1 0.0 -0.32
C -0.798 -0.212 0.041 0.0 -0.1 0.0 0.40
N -1.263 -1.305 -0.426 0.3 0.2 0.1 -0.64
C -1.716 0.978 -0.073 0.0 0.4 0.1 0.12
O -1.398 2.084 0.297 -0.2 -0.5 -0.1 -0.51
H 1.496 -1.022 -0.792 0.1 0.0 0.2 0.35
H 2.408 -0.639 0.690 -0.1 0.0 -0.1 0.24
H 2.077 0.630 -0.521 0.0 -0.2 0.0 0.27
H 0.407 1.010 1.012 0.0 0.0 -0.1 0.29
H -0.615 -2.083 -0.282 0.0 0.1 -0.1 0.25
H -2.685 0.749 -0.549 0.0 0.1 0.1 0.38
```
Positions in Å, forces in eV/Å.

[5]
Molecular formula: C3H6N2O
Method: DFT, wB97M-V/def2-TZVPD

Computed properties:
Charge: 0
E_LUMO, eV: -0.51

Geometry as XYZ:
```
12
Properties=species:S:1:pos:R:3:forces:R:3:mulliken_charge:R:1
N -1.518 -0.881 0.158 0.2 0.2 0.0 -0.50
C -0.967 -0.072 -0.721 0.0 -0.1 0.0 -0.66
C 0.911 0.696 0.282 0.0 0.0 0.1 -0.07
O 1.090 0.018 1.325 -0.3 -0.1 -0.2 -0.48
C 1.734 0.437 -0.899 0.6 -0.2 -0.7 0.44
N 2.385 0.252 -1.838 -0.6 0.2 0.9 -0.39
H -0.596 -1.322 1.059 -0.2 0.0 -0.1 0.27
H -2.125 -0.374 0.808 0.1 -0.1 -0.1 0.32
H -0.438 -0.528 -1.555 -0.1 0.1 0.1 0.44
H -1.324 0.949 -0.845 0.1 -0.1 0.1 0.35
H 0.485 1.701 0.350 0.0 -0.1 0.0 0.32
H 0.091 -0.988 1.523 0.3 0.3 0.0 -0.04
```
Positions in Å, forces in eV/Å.

[6]
Molecular formula: C3H6N2O
Method: DFT, wB97M-V/def2-TZVPD

Computed properties:
Charge: 0
E_LUMO, eV: 0.67

Geometry as XYZ:
```
12
Properties=species:S:1:pos:R:3:forces:R:3:mulliken_charge:R:1
N -1.568 -0.674 0.482 -0.1 0.1 0.1 -0.53
C -0.633 -0.166 -0.506 0.1 0.1 -0.2 -0.59
C 0.585 0.487 0.171 -0.1 0.1 -0.1 0.22
O 1.043 -0.256 1.277 0.1 -0.1 0.0 -0.54
C 1.660 0.689 -0.832 0.7 0.1 -0.7 0.12
N 2.484 0.800 -1.636 -0.8 -0.1 0.8 -0.40
H -1.223 -0.504 1.421 -0.2 -0.1 -0.1 0.27
H -2.495 -0.286 0.377 0.1 0.0 0.1 0.24
H -0.271 -0.972 -1.164 0.0 0.1 0.2 0.28
H -1.091 0.582 -1.163 0.1 -0.1 0.0 0.33
H 0.309 1.466 0.577 0.0 -0.1 -0.1 0.23
H 1.200 -1.166 0.995 0.1 0.0 0.0 0.37
```
Positions in Å, forces in eV/Å.

[7]
Molecular formula: C3H6N2O
Method: DFT, wB97M-V/def2-TZVPD

Computed properties:
Charge: 0
E_LUMO, eV: 0.97

Geometry as XYZ:
```
12
Properties=species:S:1:pos:R:3:forces:R:3:mulliken_charge:R:1
N 1.719 0.099 -0.462 0.1 0.0 0.1 -0.41
C 0.926 0.792 0.409 0.0 0.1 0.0 0.25
O 1.319 1.731 1.077 -0.1 -0.2 -0.3 -0.62
C -0.510 0.341 0.469 0.0 0.2 0.2 0.08
C -1.235 -0.226 -0.697 -0.1 0.1 -0.3 -0.40
N -0.748 -1.100 0.358 -0.1 -0.2 0.1 -0.56
H 2.710 0.276 -0.386 -0.1 0.0 0.0 0.26
H 1.436 -0.833 -0.727 0.0 0.1 0.1 0.26
H -1.085 0.918 1.188 0.1 -0.1 -0.1 0.41
H -0.722 -0.331 -1.650 -0.1 0.1 0.1 0.22
H -2.301 -0.025 -0.773 0.2 0.0 0.1 0.27
H -1.498 -1.385 0.983 0.1 0.0 -0.1 0.25
```
Positions in Å, forces in eV/Å.

[8]
Molecular formula: C3H6N2O
Method: DFT, wB97M-V/def2-TZVPD

Computed properties:
Charge: 0
E_LUMO, eV: 0.63

Geometry as XYZ:
```
12
Properties=species:S:1:pos:R:3:forces:R:3:mulliken_charge:R:1
N 0.782 -1.599 0.390 -0.2 -0.1 0.0 -0.63
C 0.643 -0.460 -0.495 0.1 0.1 -0.1 -0.69
C -0.611 0.372 -0.125 -0.1 -0.1 -0.1 0.29
O -0.783 0.443 1.282 0.1 0.2 0.0 -0.57
C -0.588 1.742 -0.673 0.0 1.0 -0.3 0.16
N -0.553 2.850 -1.005 0.0 -1.1 0.2 -0.40
H 0.482 -1.291 1.313 0.2 -0.2 0.0 0.30
H 0.130 -2.332 0.127 0.1 0.0 0.0 0.26
H 1.539 0.169 -0.425 -0.1 0.0 0.1 0.33
H 0.585 -0.804 -1.534 -0.1 0.2 0.2 0.36
H -1.501 -0.141 -0.505 0.1 0.1 0.1 0.22
H -0.126 1.052 1.648 -0.1 0.0 -0.1 0.36
```
Positions in Å, forces in eV/Å.

[9]
Molecular formula: C3H6N2O
Method: DFT, wB97M-V/def2-TZVPD

Computed properties:
Charge: 0
E_LUMO, eV: 0.88

Geometry as XYZ:
```
12
Properties=species:S:1:pos:R:3:forces:R:3:mulliken_charge:R:1
C -0.462 -0.076 0.415 1.1 4.5 -1.7 0.04
C 0.579 -0.980 0.247 2.1 -8.2 -0.5 -0.61
C 0.444 1.223 0.343 -0.8 -5.9 0.0 -0.31
H -0.743 0.548 -1.592 -1.6 -1.4 2.5 0.32
H -2.156 0.361 -0.525 0.4 0.1 -0.9 0.22
H -0.826 -0.292 1.343 -2.4 -0.2 2.1 0.51
H 0.097 -2.036 -0.082 1.2 2.3 0.0 0.29
H 1.049 -1.324 1.198 0.2 0.9 -0.4 0.28
H 0.297 2.196 0.482 -0.8 3.8 0.9 0.47
N -1.235 -0.008 -0.781 -1.6 1.0 -1.6 -0.67
N 1.410 0.884 -0.359 4.2 1.5 -2.5 -0.33
O 1.548 -0.496 -0.690 -2.1 1.6 2.1 -0.20
```
Positions in Å, forces in eV/Å.

[10]
Molecular formula: C3H6N2O
Method: DFT, wB97M-V/def2-TZVPD

Computed properties:
Charge: 0
E_LUMO, eV: 0.35

Geometry as XYZ:
```
12
Properties=species:S:1:pos:R:3:forces:R:3:mulliken_charge:R:1
C -2.140 1.589 0.181 1.6 -1.5 1.2 -0.64
C 0.520 -0.719 -0.665 -0.5 -0.5 -0.1 -0.07
C 1.642 -1.206 0.116 1.6 0.9 2.0 -0.02
H -3.009 1.887 -0.376 -0.1 0.2 -0.5 0.31
H -1.448 2.442 0.437 -1.1 -0.9 0.0 0.22
H -2.498 0.998 1.088 0.5 1.3 -0.8 0.26
H -1.763 0.084 -1.361 0.4 0.5 0.5 0.27
H 0.310 -1.337 -1.592 -0.3 1.1 0.9 0.26
H 2.114 -2.107 -0.332 0.0 0.1 0.2 0.27
N -1.308 0.621 -0.601 -2.1 0.5 -1.3 -0.14
N -0.204 0.204 -0.111 1.0 -0.5 0.0 -0.19
O 2.093 -0.715 1.166 -1.0 -1.1 -2.2 -0.53
```
Positions in Å, forces in eV/Å.

[11]
Molecular formula: C3H6N2O
Method: DFT, wB97M-V/def2-TZVPD

Computed properties:
Charge: 0
E_LUMO (spin up / spin down), eV: 0.23 / 0.45

Geometry as XYZ:
```
12
Properties=species:S:1:pos:R:3:forces:R:3:mulliken_charge:R:1
C 0.607 1.158 0.155 0.1 -0.1 0.3 -0.25
C 1.194 -0.110 -0.366 0.7 0.7 -0.5 -0.81
C -0.851 0.724 0.097 0.0 0.2 -0.6 0.34
N -0.735 -0.730 0.174 0.6 0.1 1.1 0.40
N -1.589 -1.529 -0.358 -0.5 -0.4 0.1 -0.89
O -1.835 1.314 -0.231 0.3 -0.4 0.2 -0.47
H -1.589 -2.413 0.155 0.2 0.1 -0.1 0.21
H 0.911 1.403 1.173 0.0 0.1 0.0 0.23
H 0.741 2.038 -0.475 0.0 0.0 0.1 0.29
H 1.966 -0.621 0.193 0.0 -0.1 0.0 0.30
H 1.223 -0.245 -1.437 0.0 0.0 0.0 0.30
H -0.043 -0.989 0.921 -1.2 -0.1 -0.5 0.34
```
Positions in Å, forces in eV/Å.

[12]
Molecular formula: C3H6N2O
Method: DFT, wB97M-V/def2-TZVPD

Computed properties:
Charge: 0
E_LUMO, eV: 0.77

Geometry as XYZ:
```
12
Properties=species:S:1:pos:R:3:forces:R:3:mulliken_charge:R:1
C -2.466 0.132 -0.281 -2.9 3.1 -2.2 -0.23
C 0.465 0.826 0.174 1.9 6.8 -2.7 -0.38
C 1.870 0.361 -0.295 -0.7 -1.5 -1.9 0.17
H -3.336 -0.421 -1.179 2.4 2.3 3.2 0.25
H -2.407 1.406 0.126 -0.7 -3.9 -1.4 0.25
H 0.277 -0.991 0.582 -1.0 1.4 1.4 0.40
H -0.003 1.053 -0.841 0.5 0.4 0.9 0.25
H 0.679 1.941 0.681 -1.1 -2.8 -0.9 0.23
H 2.637 0.962 -1.154 -2.1 -1.2 2.9 0.27
N -1.537 -0.642 -0.089 3.3 -0.3 1.7 -0.34
N -0.296 -0.102 0.819 -1.9 -4.8 -0.6 -0.37
O 1.972 -0.832 -0.114 2.1 0.5 -0.5 -0.49
```
Positions in Å, forces in eV/Å.

The following relative energy (zero: lowest compared OMol25 entry of this formula, charge and spin) values (in kJ/mol) correspond, in order, to the records above: 250.83; 290.31; 29.11; 142.36; 542.16; 149.17; 117.76; 147.85; 451.55; 288.61; 489.93; 636.23.
The following strongest force on any atom values (in hartree/bohr) correspond, in order, to the records above: 0.038; 0.097; 0.072; 0.011; 0.021; 0.022; 0.007; 0.023; 0.166; 0.052; 0.026; 0.147.